Here is 2 unconnected molecules or ions with the total composition C4H14NO2 at a distorted geometry from the OMol25 dataset. Energies are from ωB97M-V with the def2-TZVPD basis set.

The geometry in XYZ format:
```
21
Properties=species:S:1:pos:R:3:forces:R:3
O 2.4458 1.4044 -0.7217 0.0452 -0.1900 -0.0201
C 1.1808 1.6968 -0.1288 0.3209 -0.5055 -1.0266
C 0.1537 0.7643 -0.7631 -0.2594 0.3910 0.2151
N 0.6550 -0.6302 -0.7147 -0.9225 -1.5481 -1.3272
C 0.2431 -1.5670 0.4039 0.2462 1.4379 0.9760
C 0.7445 -1.0743 1.7861 -0.2784 -0.2341 -1.0756
H 2.7189 2.0500 -1.3836 -0.1914 0.0550 0.1366
H 0.8723 2.7193 -0.3338 0.0068 0.1021 0.5331
H 1.3023 1.4268 0.9153 -0.2522 0.6114 0.2126
H -0.0160 0.9595 -1.8189 0.2421 0.3669 -0.0597
H -0.8323 0.8184 -0.2985 0.1346 -0.1110 0.2392
H 0.2418 -1.0838 -1.5383 0.0542 0.0847 0.0905
H 1.6447 -0.6497 -0.9598 0.5050 0.3094 0.6011
H 0.5543 -2.5614 0.1028 0.0392 -0.0382 0.1229
H -0.8398 -1.4615 0.4443 -0.0467 -0.5510 -0.3695
H 0.8243 -1.9348 2.4401 0.0464 0.1166 0.2575
H 0.0066 -0.3690 2.1508 -0.0409 -0.0007 0.4046
H 1.6845 -0.5374 1.7209 0.3443 -0.3020 0.0498
H -5.3418 -0.6714 0.4994 0.1482 0.0140 0.3106
H -3.7910 -0.4217 0.5172 -0.2585 -0.0261 0.5001
O -4.5630 -0.5150 -0.0386 0.1169 0.0177 -0.7712
```
Positions in Å, forces in eV/Å.

Energy relative to the best compared isomer or geometry (same formula, charge and spin) (kJ/mol): 154.72
Lowest unoccupied orbital energy (eV): -3.2
Net charge: +1

***

Here is 2 unconnected molecules or ions with the total composition C4H14NO2 at a distorted geometry from the OMol25 dataset. Energies are from ωB97M-V with the def2-TZVPD basis set.

The geometry in XYZ format:
```
21
Properties=species:S:1:pos:R:3:forces:R:3
O -0.2792 1.9327 -0.4815 0.0457 -0.0524 -0.7722
C 0.3553 1.6111 0.7569 -0.6909 0.5772 -1.0348
C 0.5183 0.0863 0.7572 0.5082 -0.4394 0.4627
N -0.4765 -0.5690 -0.1615 0.5571 1.1721 -0.1999
C -0.0938 -1.9542 -0.5208 -0.3258 -0.8710 0.7290
C 0.4356 -0.4318 2.2021 0.0286 0.7442 -0.7534
H -0.2748 2.8626 -0.7478 0.2511 -0.1732 0.6318
H 1.3248 2.1000 0.8373 0.0621 -0.0836 0.2087
H -0.3276 1.9793 1.5244 0.3147 -0.3238 0.4809
H 1.4838 -0.2203 0.3494 0.0173 0.3022 -0.0954
H -0.4528 -0.1252 -1.0960 -0.0659 0.8121 -0.0021
H -1.3796 -0.2704 0.2214 -0.3115 -1.2659 -0.2077
H -0.9260 -2.4652 -0.9956 0.0207 0.0525 -0.0571
H 0.7634 -1.9075 -1.1886 -0.1760 0.2550 -0.1570
H 0.2316 -2.5219 0.3481 -0.2694 0.0667 0.1001
H 1.3503 -0.0218 2.6338 -0.1106 -0.3676 0.4803
H 0.3892 -1.5116 2.2959 0.2097 -0.0319 0.0382
H -0.4151 0.0276 2.7041 -0.0445 -0.1486 0.1182
H -1.2385 -0.1012 -3.4243 -0.2894 0.1149 -0.5155
H -0.4327 1.2093 -3.1272 -0.1664 0.1632 -0.2178
O -0.5558 0.2913 -2.8873 0.4352 -0.5027 0.7632
```
Positions in Å, forces in eV/Å.

Energy relative to the best compared isomer or geometry (same formula, charge and spin) (kJ/mol): 99.86
Lowest unoccupied orbital energy (eV): -2.8
Net charge: +1

***

Here is 3 unconnected molecules or ions with the total composition C4H14NO3 at a distorted geometry from the OMol25 dataset. Energies are from ωB97M-V with the def2-TZVPD basis set.

The geometry in XYZ format:
```
22
Properties=species:S:1:pos:R:3:forces:R:3
C 0.9546 0.4071 0.4032 -0.6520 0.0552 0.2182
N 0.7894 -0.7032 1.3321 1.0882 0.8283 0.2806
C 1.1028 -1.9862 0.7123 -1.6358 -1.0776 -1.4189
O 0.1575 -2.4402 -0.2001 -0.1148 0.2571 0.7084
C 0.4189 1.7212 0.9833 -0.8847 -0.7443 -0.2078
C -1.0777 1.5469 1.3701 0.6027 0.1400 0.0594
H 0.3888 0.2193 -0.5167 0.2353 -0.0469 -0.2057
H 2.0119 0.4984 0.1640 0.1157 0.0216 -0.1569
H -0.1573 -0.6884 1.6840 -0.1130 -0.4685 -0.1244
H 1.1853 -2.7364 1.5188 0.3725 0.1690 0.1149
H 2.0347 -1.9195 0.1248 0.5108 0.4149 0.7753
H 1.0538 2.0041 1.8221 -0.1230 0.4623 -0.0128
H 0.3575 2.4504 0.1746 0.7863 0.2668 0.1265
H -1.2308 1.2470 2.4067 0.0227 -0.2468 -0.0389
H -1.4655 0.7890 0.6876 -0.3836 0.0040 0.1565
H -1.6376 2.4721 1.2292 -0.0055 0.0292 -0.0418
H -0.6749 0.6124 -2.3259 -0.0267 -0.2673 0.0018
H -0.0952 0.0370 -3.5507 -0.1157 0.3994 0.2993
O -0.2315 0.9047 -3.1316 0.2252 0.0317 -0.5153
H -0.6719 -1.7164 -1.1722 0.9497 -0.5012 -0.3740
H -2.0479 -1.3115 -1.6694 -0.1622 -0.0035 -0.4176
O -1.1649 -1.4080 -2.0459 -0.6920 0.2765 0.7731
```
Positions in Å, forces in eV/Å.

Energy relative to the best compared isomer or geometry (same formula, charge and spin) (kJ/mol): 82.69
Lowest unoccupied orbital energy (eV): 3.8
Net charge: -1

***

Here is 3 unconnected molecules or ions with the total composition C4H14NO3 at a distorted geometry from the OMol25 dataset. Energies are from ωB97M-V with the def2-TZVPD basis set.

The geometry in XYZ format:
```
22
Properties=species:S:1:pos:R:3:forces:R:3
O -2.1903 -1.8680 -0.2345 -0.3027 -1.4067 0.2643
C -2.0573 -0.7051 -0.7293 1.0932 1.0918 0.2210
C -0.7199 0.0325 -0.5418 0.4878 1.8543 -2.1348
N 0.4275 -0.7791 0.0572 -2.6749 -0.6989 0.8273
C -0.0432 -1.1883 1.4370 0.0908 -0.8876 2.6757
C -0.0787 -0.0054 2.4150 -0.3582 1.5300 -1.0656
H -2.6811 -0.2863 -1.5335 0.1435 -0.1085 0.0652
H -0.2764 0.3249 -1.5232 -0.3874 -0.2233 0.1111
H -0.7467 1.0574 -0.0805 0.1385 -1.2335 0.3751
H 1.3089 -0.2709 0.0596 -0.2706 0.2386 0.0920
H 0.5357 -1.6245 -0.5174 -0.2466 0.2718 0.2120
H 0.6607 -1.9535 1.8395 -0.2285 0.4952 -0.4535
H -1.0735 -1.6712 1.5295 1.4052 0.7005 -1.5632
H -0.6142 0.8682 1.9847 -0.1351 -0.7411 -0.0032
H 0.8715 0.4705 2.6131 0.6824 -0.3785 0.3381
H -0.6085 -0.1951 3.3451 0.2100 -0.4987 -0.0173
H 1.6525 3.1202 0.3493 0.2280 0.2595 -0.3732
H 1.4633 2.5064 -1.1211 0.2492 0.1365 0.4770
O 1.1178 2.5680 -0.2220 -0.6240 -0.0233 0.5441
H 3.0437 0.8484 -1.4198 -0.5041 0.0047 0.0052
H 2.3431 0.9679 -2.7392 -0.3150 -0.2467 -0.0132
O 2.1449 0.8326 -1.8007 1.3185 -0.1361 -0.5842
```
Positions in Å, forces in eV/Å.

Energy relative to the best compared isomer or geometry (same formula, charge and spin) (kJ/mol): 291.79
2S+1: 2
Lowest unoccupied orbital energy (spin up / spin down) (eV): -0.4 / -0.4
<S²>: 0.75

***

Here is 3 unconnected molecules or ions with the total composition C4H14NO3 at a distorted geometry from the OMol25 dataset. Energies are from ωB97M-V with the def2-TZVPD basis set.

The geometry in XYZ format:
```
22
Properties=species:S:1:pos:R:3:forces:R:3
C -1.5048 -1.0196 0.1973 1.8708 2.6780 -2.8105
N -0.5263 -0.6871 -1.0442 0.6786 -2.8634 0.7158
C -0.3701 -1.9284 -1.8787 4.9793 3.1068 0.1889
C 0.8958 -0.2418 -0.7945 -3.5934 2.6609 2.9329
C 0.9836 1.1607 -1.4941 1.7222 -0.4048 -0.7329
O 1.0181 2.1986 -0.6101 -1.5398 -0.2811 3.9052
H -2.3269 -0.2796 -0.0172 0.4418 -1.2428 0.7168
H -0.8969 -0.6936 1.0413 -0.5703 -0.4512 0.4008
H -1.7550 -2.0667 0.1008 -0.2627 -0.0031 0.4669
H -0.1103 -1.6006 -2.9163 -0.0778 -0.3266 0.6924
H -1.1583 -2.5364 -1.9409 -3.2191 -2.2605 0.1165
H 0.5816 -2.4258 -1.4369 -1.7968 -0.0636 -1.0113
H 0.8531 0.0580 0.4106 0.8105 -0.9809 -2.7882
H 1.7121 -0.8961 -1.0823 -0.2886 -0.3552 0.0676
H 0.1835 1.3416 -2.2520 0.6535 -0.6347 0.3315
H 2.0224 1.1853 -1.9301 -0.9087 -0.1628 -0.4437
H -0.4059 0.7422 4.4894 -0.4649 -0.3284 -0.0440
H 0.4554 1.3105 3.0941 -0.8606 -0.0496 2.6299
O 0.3832 1.2407 4.2941 0.8529 0.5826 -2.8080
H 0.6653 1.8089 0.3638 1.2414 1.6173 -2.3044
H -0.7641 1.8462 1.5558 -0.9537 0.4833 0.4476
O 0.0641 1.4829 1.8501 1.2856 -0.7201 -0.6698
```
Positions in Å, forces in eV/Å.

Energy relative to the best compared isomer or geometry (same formula, charge and spin) (kJ/mol): 522.16
2S+1: 2
Lowest unoccupied orbital energy (spin up / spin down) (eV): 0.7 / -4.2
<S²>: 0.76

***

Here is 4 unconnected molecules or ions with the total composition C4H14NO3 at a distorted geometry from the OMol25 dataset. Energies are from ωB97M-V with the def2-TZVPD basis set.

The geometry in XYZ format:
```
22
Properties=species:S:1:pos:R:3:forces:R:3
C 2.1770 0.4099 -2.1245 -2.0691 0.6032 0.8596
C 1.2091 -0.4338 -1.1201 4.3645 -0.4152 -1.8121
C 0.4831 0.2342 -0.1512 -1.9839 3.0590 3.2045
N 0.0214 -0.1467 1.1166 1.6374 1.6053 -2.9193
C -0.4903 0.9166 2.0635 -0.2634 -0.0829 -1.1901
H 2.0150 0.1392 -3.1971 0.3038 -0.5300 0.9056
H 1.9074 1.5033 -2.1241 0.2967 -1.0349 0.4451
H 3.2645 0.2994 -1.8212 -1.3053 -0.3338 -0.2365
H 1.5406 -1.4859 -1.1947 -1.1001 0.1022 0.5501
H 0.4107 1.3178 -0.4837 -0.3744 -1.0192 1.0552
H -1.1015 1.7023 1.4966 0.9326 -0.9778 0.5761
H -1.0839 0.4340 2.8588 0.2077 -0.1017 -0.6346
H 0.3527 1.3976 2.6276 -0.2249 -0.3760 -0.8482
H -3.1053 2.4218 -0.4090 -4.8239 3.0418 -0.1253
H -2.5802 1.0010 -0.6615 -1.0397 -1.3583 -0.3073
O -2.4083 1.8889 -0.4214 5.9112 -1.7510 0.5341
H 0.7862 -1.9959 1.1551 0.9068 -1.6533 1.1466
H 1.6493 -3.2813 1.7906 0.1701 0.1028 1.4525
O 1.2656 -2.8591 1.0477 -1.0794 1.5054 -2.5038
H -2.3374 -1.6257 -0.6656 0.2668 -4.1847 -3.5343
H -1.5187 -0.8759 0.3099 -2.6967 -0.4372 -0.7492
O -2.4570 -0.9617 -0.0922 1.9633 4.2361 4.1312
```
Positions in Å, forces in eV/Å.

Energy relative to the best compared isomer or geometry (same formula, charge and spin) (kJ/mol): 583.39
Lowest unoccupied orbital energy (eV): -8.4
Net charge: +1

***

Number 1: electronic energy -365.7718 hartree. Number 2: electronic energy -365.7927 hartree. Number 3: electronic energy -441.2873 hartree. Number 4: electronic energy -441.1198 hartree. Number 5: electronic energy -441.0320 hartree. Number 6: electronic energy -440.8362 hartree.